(1)
The following is a quantum chemistry calculation of C29H23Cl3N5O6Os as an isolated structure at a distorted geometry, from OMol25.

Geometry (Å):
Os1 -0.75499 -0.03841 0.06694
C1 -2.68725 -2.85794 2.69612
C2 -3.57379 -3.58197 1.90744
C3 -3.59312 -3.34002 0.55463
C4 -2.74842 -2.37930 -0.00371
N1 -1.87692 -1.69725 0.76024
C5 -1.86465 -1.94131 2.08925
N2 -2.91450 -2.16257 -1.35755
C6 -2.28139 -1.32959 -2.07139
N3 -1.20907 -0.47294 -1.69475
C7 -0.83574 0.30462 -2.82577
N4 0.06691 1.18731 -2.91758
C8 0.84028 1.68353 -1.88863
C9 1.86401 2.55354 -2.27353
C10 2.67434 3.13717 -1.32956
C11 2.42842 2.86815 0.01300
C12 1.40424 2.01479 0.33605
N5 0.62603 1.40268 -0.58910
C13 -1.71343 -0.08217 -3.93181
C14 -1.80730 0.43525 -5.21015
C15 -2.82646 -0.04844 -6.01751
C16 -3.71026 -1.02700 -5.55683
C17 -3.59503 -1.55705 -4.28098
C18 -2.58445 -1.06119 -3.47770
H1 -2.63610 -2.99291 3.76684
H2 -4.24340 -4.30802 2.34824
H3 -4.26430 -3.85745 -0.11446
H4 -1.16641 -1.36103 2.67398
H5 1.97146 2.74421 -3.33091
H6 3.47434 3.80365 -1.62238
H7 3.00741 3.32290 0.80376
H8 1.18325 1.78934 1.36800
H9 -1.12404 1.20044 -5.55236
H10 -2.94772 0.34791 -7.01664
H11 -4.50614 -1.36828 -6.20533
H12 -4.27147 -2.31875 -3.91775
Cl1 -4.53318 1.86693 -2.86020
C19 -4.63128 1.85585 -1.09181
Cl2 -4.96019 3.47497 -0.45445
C20 -3.31458 1.35637 -0.49843
O1 -2.23386 1.89914 -0.83188
O2 -3.37663 0.41074 0.31530
H13 -5.44212 1.20030 -0.80374
O3 -1.30998 1.50640 1.67903
H14 -2.22150 1.27420 1.92669
H15 -1.38203 2.30680 1.13045
C21 3.49116 -0.15243 5.08319
C22 4.26072 0.13705 3.82407
C23 5.33159 1.01403 3.80874
C24 6.03741 1.25735 2.63749
Cl3 7.39362 2.33831 2.65921
C25 5.66473 0.64710 1.46004
C26 4.58259 -0.22787 1.45576
C27 3.90383 -0.49678 2.63158
O4 2.86667 -1.40284 2.74910
C28 2.36892 -2.02356 1.60692
C29 1.21689 -1.23753 1.05345
O5 0.78536 -1.41365 -0.13297
O6 0.59738 -0.37026 1.73051
H16 3.85523 0.45378 5.90973
H17 3.58249 -1.20557 5.35319
H18 2.42837 0.04623 4.93761
H19 5.62783 1.50996 4.72406
H20 6.21549 0.83916 0.54967
H21 4.30246 -0.69382 0.52101
H22 1.98627 -3.00091 1.91190
H23 3.10199 -2.18135 0.81666

Atoms 1-3, force components in eV/Å:
Os 0.6 0.8 0.3
C 0.0 -0.1 0.0
C 0.0 0.0 0.0

Relative energy (zero: lowest compared OMol25 entry of this formula, charge and spin) = 0.00 kcal per mole
Charge = +1
E_LUMO = -4.921 eV
E_HOMO = -0.3995 hartree

Here are the Mulliken charges for atoms 1 to 6, given in e: 1.708 -1.074 -0.456 -0.599 0.543 0.210

=====

(2)
The following is a quantum chemistry calculation of C29H23N5O7STl as an isolated structure, from OMol25.

Geometry (Å):
Tl1 0.46930 1.62208 0.39572
C1 4.64013 0.58295 0.17805
O1 4.81642 -0.05078 1.44462
C2 3.75654 -0.42789 2.21078
C3 3.98387 -1.53226 3.00653
C4 3.01200 -2.03824 3.87059
C5 1.78550 -1.42528 3.91201
C6 1.51064 -0.30830 3.10330
C7 0.18601 0.25929 3.24388
N1 -0.35679 1.06400 2.41327
N2 -1.61222 1.57255 2.65313
C8 -1.75674 2.71314 1.99493
O2 -0.87377 3.26991 1.26248
C9 -3.08472 3.38387 2.11891
C10 -3.34759 4.50535 1.34109
C11 -4.57756 5.14046 1.42646
C12 -5.55020 4.66009 2.29160
C13 -5.28899 3.54145 3.07295
C14 -4.06075 2.90586 2.98892
C15 2.50400 0.25477 2.25184
O3 2.33873 1.36127 1.57415
H1 5.63714 0.61694 -0.25594
H2 4.22995 1.58302 0.27143
H3 3.99533 -0.01646 -0.46817
H4 4.95438 -2.00597 2.92571
H5 3.22610 -2.90030 4.48764
H6 1.00655 -1.79298 4.57102
H7 -0.39104 -0.00791 4.13210
H8 -2.57798 4.85980 0.66931
H9 -4.77747 6.01126 0.81497
H10 -6.51085 5.15561 2.35803
H11 -6.04501 3.16561 3.75102
H12 -3.84219 2.03783 3.59551
O4 3.02834 -3.07746 -4.37777
C16 2.65819 -3.43405 -3.24759
O5 2.56041 -4.56925 -2.73980
C17 2.20698 -2.28039 -2.31316
C18 1.77203 -2.56267 -1.02166
C19 1.23992 -1.55244 -0.25120
N3 1.14492 -0.29873 -0.70773
C20 1.61976 0.00736 -1.91867
C21 2.14921 -0.96443 -2.75280
C22 1.56325 1.47178 -2.35596
O6 1.84560 1.74348 -3.50276
O7 1.24015 2.36463 -1.45657
H13 1.83748 -3.58275 -0.66737
H14 0.87010 -1.72901 0.75323
H15 2.49500 -0.70588 -3.74294
N4 -2.53104 -0.73109 0.86367
C23 -2.15768 -0.49009 -0.40983
S1 -1.99153 1.12191 -0.91287
N5 -1.96531 -1.57277 -1.17443
C24 -1.50645 -1.74610 -2.51674
C25 -1.05284 -3.02801 -2.82001
C26 -0.54007 -3.31439 -4.07126
C27 -0.47319 -2.31810 -5.03437
C28 -0.95057 -1.05281 -4.73822
C29 -1.47823 -0.75435 -3.48794
H16 -2.51195 0.05489 1.50990
H17 -2.48860 -1.66026 1.25088
H18 -2.05450 -2.45720 -0.69529
H19 -1.05157 -3.79694 -2.05426
H20 -0.13412 -4.29694 -4.26893
H21 -0.02330 -2.52531 -5.99536
H22 -0.89095 -0.26325 -5.47597
H23 -1.82812 0.23988 -3.27408

Atoms 1-3, force components in eV/Å:
Tl 0.2 0.1 -0.1
C -0.1 -0.1 0.0
O 0.1 0.3 0.2

Relative energy (zero: lowest compared OMol25 entry of this formula, charge and spin) = 2.86 kcal per mole
Charge = -1
E_LUMO = 1.900 eV
E_HOMO = -0.2062 hartree

Here are the Mulliken charges for atoms 1 to 6, given in e: 1.728 -0.400 -0.514 0.487 -0.491 -0.720

=====

(3)
The following is a quantum chemistry calculation of C29H24Br2N6OSeV as an isolated structure at a distorted geometry, from OMol25.

Geometry (Å):
V1 0.35541 -0.12901 0.55373
C1 0.35335 -3.10360 0.01846
N1 0.98708 -1.96624 -0.67783
C2 0.61748 -1.93076 -2.13497
C3 -0.00259 -0.57788 -2.51374
C4 0.51440 0.05541 -3.76026
C5 1.42395 1.06019 -3.70248
C6 2.06366 1.75958 -2.60826
C7 2.01752 1.66303 -1.21374
N2 1.37662 0.86184 -0.37999
C8 2.46025 -1.98031 -0.47857
C9 2.81370 -1.57368 0.93835
C10 4.14211 -1.56645 1.44917
C11 4.40484 -0.76894 2.56798
C12 3.37383 -0.21338 3.29746
C13 1.99234 -0.72177 3.03090
N3 1.82622 -1.09321 1.61199
C14 -1.02585 -2.75753 0.52068
C15 -2.07743 -3.65623 0.46165
C16 -3.29690 -3.30121 1.01298
C17 -3.42315 -2.06397 1.62078
C18 -2.33021 -1.21700 1.62965
N4 -1.15633 -1.53958 1.07677
H1 0.31140 -3.99304 -0.61519
H2 0.95684 -3.34935 0.89187
H3 1.51488 -2.09621 -2.72994
H4 -0.06501 -2.76157 -2.33694
H5 0.16768 -0.30000 -4.72820
H6 1.74621 1.43691 -4.67132
H7 2.72440 2.55126 -2.93908
H8 2.64746 2.38891 -0.69244
H9 2.87950 -2.96898 -0.70523
H10 2.89726 -1.25763 -1.16851
H11 4.94494 -2.03102 0.89244
H12 5.43346 -0.54474 2.82219
H13 3.54488 0.38026 4.18219
H14 1.88450 -1.64502 3.61757
H15 -1.93410 -4.62075 -0.00769
H16 -4.13629 -3.98429 0.97180
H17 -4.35130 -1.74868 2.07665
H18 -2.37803 -0.24292 2.09887
C19 -1.53354 -0.51181 -2.33296
C20 -1.90353 0.77317 -1.63325
C21 -2.79536 1.68914 -2.24371
C22 -3.06454 2.87776 -1.65397
C23 -2.47373 3.18600 -0.40860
C24 -2.69461 4.38622 0.31664
Br1 -3.79521 5.74551 -0.40549
C25 -2.15588 4.58130 1.54355
C26 -1.36260 3.57146 2.13817
Br2 -0.83799 3.80438 3.91973
C27 -1.07509 2.43863 1.45338
O1 -0.45846 1.34034 1.98420
C28 -1.62871 2.21347 0.15633
N5 -1.34136 1.03076 -0.47201
H19 -2.04226 -0.55693 -3.29765
H20 -1.90881 -1.34707 -1.72997
H21 0.37916 0.07424 -1.74692
H22 -3.23194 1.43642 -3.20068
H23 -3.73088 3.58915 -2.12279
H24 -2.35533 5.48925 2.09341
Se1 2.18306 2.43972 2.42143
C29 0.81647 1.20762 2.65404
N6 0.81220 0.08883 3.28738

Atoms 1-3, force components in eV/Å:
V -1.6 -0.6 0.0
C 0.1 0.1 -0.1
N -0.1 -0.1 0.2

<S²> = 3.892
Charge = 0
2S+1 = 4
E_LUMO (alpha / beta) = -0.299 / -1.139 eV
E_HOMO (alpha / beta) = -0.1972 / -0.2276 hartree

Here are the Mulliken charges for atoms 1 to 6, given in e: 0.256 -1.281 0.678 -1.710 1.972 -1.452

=====

(4)
The following is a quantum chemistry calculation of C29H24BrN3O6PV as an isolated structure, from OMol25.

Geometry (Å):
V1 1.60024 -0.09176 -0.21652
C1 4.61245 -2.20514 3.38770
O1 4.72202 -1.28763 2.29671
C2 3.61288 -0.72959 1.81402
O2 3.58795 -0.27742 0.68765
N1 2.54969 -0.63995 2.67422
N2 1.47149 0.13902 2.20407
H1 5.52456 -2.79432 3.36573
H2 3.75219 -2.85565 3.24208
H3 4.55862 -1.67264 4.34200
H4 2.74336 -0.62194 3.66272
H5 1.61858 1.11843 2.45629
H6 0.61220 -0.22236 2.59352
O3 2.08622 2.96417 1.91878
C3 1.46129 2.69455 0.88515
O4 1.91078 2.01726 -0.09817
C4 0.00929 3.12274 0.81303
C5 -0.42815 4.11765 1.68148
C6 -1.75428 4.51543 1.69345
C7 -2.66121 3.89056 0.84912
C8 -2.23496 2.89055 -0.01155
C9 -0.89687 2.50049 -0.05596
P1 -0.28297 1.18794 -1.18921
C10 0.12965 2.19031 -2.66902
C11 0.19738 3.57999 -2.65024
C12 0.52386 4.28668 -3.80066
C13 0.78328 3.61062 -4.98338
C14 0.72278 2.22348 -5.00792
C15 0.40232 1.51560 -3.85970
C16 -1.83722 0.38244 -1.74476
C17 -2.12074 -0.85283 -1.16987
C18 -3.26930 -1.55264 -1.51482
C19 -4.14130 -1.02599 -2.45639
C20 -3.85521 0.19409 -3.05698
C21 -2.70816 0.89158 -2.70676
H7 0.30091 4.55972 2.34733
H8 -2.08228 5.29984 2.36471
H9 -3.70545 4.17933 0.85837
H10 -2.95868 2.40853 -0.65637
H11 0.00178 4.12226 -1.73423
H12 0.57825 5.36817 -3.76716
H13 1.04120 4.16121 -5.88012
H14 0.94260 1.68274 -5.91998
H15 0.39687 0.43367 -3.88087
H16 -1.40650 -1.27662 -0.47390
H17 -3.46914 -2.51793 -1.06552
H18 -5.03270 -1.57313 -2.73778
H19 -4.52374 0.59927 -3.80689
H20 -2.48228 1.83603 -3.18789
Br1 -2.91279 -6.39767 3.81823
C22 -1.59458 -5.33787 2.94556
C23 -1.97966 -4.17502 2.30232
C24 -1.00984 -3.40812 1.67064
C25 0.32524 -3.79239 1.68354
C26 0.68186 -4.96522 2.33668
C27 -0.27268 -5.74776 2.97000
C28 1.40378 -2.94579 1.02971
O5 2.57433 -3.30599 1.14877
O6 0.98841 -1.91805 0.40451
H21 -3.01867 -3.87492 2.29386
H22 -1.28138 -2.49700 1.15877
H23 1.72485 -5.25370 2.33065
H24 0.00279 -6.66346 3.47518
N3 1.93324 -1.34440 -3.22726
C29 1.83155 -0.85948 -2.17669

Atoms 1-3, force components in eV/Å:
V 0.0 0.5 0.5
C 0.0 0.0 0.0
O 0.0 -0.1 0.0

<S²> = 0.760
Relative energy (zero: lowest compared OMol25 entry of this formula, charge and spin) = 4.18 kcal per mole
Charge = -1
2S+1 = 2
E_LUMO (alpha / beta) = 2.272 / 2.272 eV
E_HOMO (alpha / beta) = -0.1432 / -0.1197 hartree

Here are the Mulliken charges for atoms 1 to 6, given in e: 0.703 -0.682 -0.396 0.669 -0.669 -0.128